1.
Below is a molecular structure, CuH24O20S2Zn at a distorted geometry, with properties calculated with ωB97M-V/def2-TZVPD.

Properties
Kohn-Sham gap (spin up / spin down)   6.60 / 6.58 eV
Total charge   0
Multiplicity   2
E_LUMO (spin up / spin down)   -3.031 / -3.051 eV

XYZ file:
```
48
Properties=species:S:1:pos:R:3:forces:R:3:mulliken_charge:R:1
Zn 17.4450 5.0001 16.9873 0.4819 -0.8367 -1.2482 0.653
Cu 16.8442 -0.4230 17.8429 0.2880 0.8482 -1.2356 0.454
S 17.7483 1.8620 15.6492 0.5382 1.6535 -0.3209 -0.499
O 17.4870 1.7537 14.2120 0.0393 -0.6569 1.2233 -0.332
O 19.1286 1.4538 15.9677 -0.0585 -0.1603 0.3810 -0.388
O 17.5735 3.2670 16.0514 -0.1458 -0.3590 -0.0637 0.301
O 16.7903 1.0410 16.4447 -0.5784 -1.3335 0.9615 0.284
S 14.4863 6.2723 16.0487 -0.5851 0.2377 -0.3660 1.129
O 13.6497 5.3320 15.3681 0.2999 -0.1368 0.1118 -0.533
O 13.8343 6.8168 17.2544 -0.0983 0.3877 0.2455 -0.502
O 15.7877 5.7030 16.4504 0.2663 -0.2421 0.2647 -0.429
O 14.7522 7.5003 15.2642 -0.0940 0.0840 0.1334 -0.494
O 14.0363 2.3042 17.3143 0.0681 0.0218 0.2446 -0.667
H 14.7335 1.7370 16.9701 0.1728 0.1520 -0.2348 0.218
H 13.9709 2.9956 16.6405 -0.0747 -0.0051 -0.1749 0.362
O 16.8342 1.7665 11.5047 0.0856 0.0330 0.0611 -0.680
H 17.7190 1.5772 11.1771 0.0188 0.0662 0.0147 0.314
H 16.9649 1.9654 12.4444 -0.2200 -0.1508 -0.5700 0.495
O 20.9127 3.4911 15.6533 -0.1394 0.2570 0.6740 -0.750
H 21.7301 3.1935 16.0678 0.1046 -0.1659 -0.3081 0.320
H 20.2569 2.7698 15.8258 0.2139 0.0324 -0.2814 0.365
O 16.6802 4.1732 18.6679 -0.4633 0.3407 0.9634 -0.329
H 15.8237 4.5314 18.9449 -0.0622 -0.0565 -0.2614 0.318
H 16.8513 3.4289 19.2500 0.1756 -0.1478 -0.1967 0.255
O 13.8631 -0.3015 14.6411 -0.1968 -0.1816 0.1886 -0.623
H 12.9033 -0.3240 14.7332 0.0230 -0.0026 -0.0389 0.307
H 14.1997 -0.5635 15.5025 -0.0209 -0.0880 -0.0135 0.260
O 19.5086 3.1258 12.8593 -0.1780 0.0640 0.0416 -0.708
H 20.0415 3.4708 13.5827 0.0401 -0.1296 -0.0009 0.299
H 18.7536 2.6774 13.2860 0.5007 0.2580 -0.2026 0.270
O 18.2973 6.0000 15.3120 0.2652 0.4475 0.2870 -0.400
H 17.9080 6.8570 15.0883 -0.2358 -0.1542 -0.0740 0.329
H 19.2442 6.0967 15.1490 -0.0195 -0.2164 -0.0663 0.272
O 19.3732 4.4947 17.6690 0.1920 0.4899 0.9923 -0.409
H 20.2053 4.4220 17.1639 -0.2048 -0.2669 -0.6849 0.311
H 19.6223 4.5473 18.5988 -0.0784 0.1058 -0.0317 0.259
O 17.7461 -1.1582 14.2375 -0.1177 -0.0973 0.4159 -0.719
H 18.4750 -1.0340 13.6186 0.0785 0.0216 0.0800 0.330
H 17.4560 -0.2600 14.4454 -0.0328 -0.2384 -0.5612 0.257
O 14.7713 2.2552 14.0735 -0.1387 0.3114 0.5171 -0.661
H 15.7266 2.1054 14.1573 -0.5997 -0.0689 -0.2056 0.283
H 14.3367 1.4859 14.4779 0.3554 0.1083 -0.4925 0.346
O 20.6467 -0.1219 14.2561 -0.1908 -0.0351 0.1198 -0.615
H 21.5173 0.2678 14.3696 0.0074 -0.0178 -0.0292 0.278
H 20.0767 0.3418 14.8969 0.2592 -0.1878 -0.4597 0.430
O 21.2616 0.2721 17.3564 -0.1110 0.1696 0.0949 -0.651
H 21.5254 0.9362 18.0001 -0.0041 -0.0625 0.0457 0.284
H 20.4297 0.6034 16.9756 0.1744 -0.0917 0.0608 0.404
```
Positions in Å, forces in eV/Å.


2.
Below is a molecular structure, C47H30Cl4CuN6S at a distorted geometry, with properties calculated with ωB97M-V/def2-TZVPD.

Properties
Energy above the lowest of the compared OMol25 structures with the same formula, charge and spin   0.00 kJ/mol
Kohn-Sham gap (spin up / spin down)   5.20 / 4.97 eV
Total charge   0
Multiplicity   2
E_LUMO (spin up / spin down)   -1.385 / -1.479 eV

XYZ file:
```
89
Properties=species:S:1:pos:R:3:forces:R:3:mulliken_charge:R:1
Cu -0.5390 -0.5280 0.2526 -0.6160 0.0921 0.5215 -1.415
Cl -9.3312 -2.7746 1.0929 0.5028 0.0304 -0.3088 -0.211
C -7.7444 -2.3963 0.4637 0.8747 0.6009 -0.2516 0.091
C -7.3938 -1.0729 0.1509 -0.2276 -0.0372 -0.0593 -0.854
C -6.0971 -0.7461 -0.2497 0.0571 0.2567 -0.0867 -0.450
C -5.0747 -1.7272 -0.4399 -0.6604 0.5773 0.1233 0.899
C -5.4430 -3.0275 -0.0758 -0.0591 -0.5812 0.2977 -0.407
C -6.7372 -3.3443 0.3514 0.1323 -0.3892 -0.0098 -0.809
C -3.6925 -1.3498 -0.7566 1.5441 0.0676 -0.6733 0.392
C -3.2826 0.0210 -0.9308 0.5036 1.3412 1.5921 0.479
C -3.9524 1.0844 -1.6721 0.5393 0.0885 0.4637 -1.318
C -3.1935 2.2157 -1.5333 0.0568 -0.6670 -0.2350 -0.953
C -2.0673 1.8952 -0.6626 -0.4263 -0.5187 -0.1993 0.773
C -1.1345 2.7763 -0.1169 -0.3548 -0.8519 0.0212 0.568
C -0.8266 4.0555 -0.8092 -0.0481 -0.1835 -0.7338 0.786
C -0.2969 5.1751 -0.1636 -0.0804 -0.2631 0.2461 -0.097
C 0.0665 6.3081 -0.8686 0.6414 0.6596 0.4406 -1.131
C -0.0110 6.3763 -2.2460 -0.5635 -0.6765 0.4873 0.340
Cl 0.5634 7.7936 -3.0576 -0.1220 -0.1391 -0.1601 -0.222
C -0.5564 5.2809 -2.9074 0.0237 0.0604 -1.2699 -1.071
C -0.9239 4.1223 -2.2374 0.1069 0.0099 0.8960 -0.090
C -0.4354 2.3274 1.0690 0.9627 -1.3040 0.1565 -0.105
N 0.0873 1.0316 1.2012 -0.0856 1.9184 1.0583 0.795
C 0.7994 1.0149 2.3993 -0.0329 0.5087 0.5058 0.115
C 1.5971 -0.0568 2.8938 -0.6152 -0.4995 -1.5820 1.148
C 2.4474 0.1297 4.1252 -0.1165 0.7756 -0.1940 -0.717
C 2.2355 -0.5045 5.3520 -0.3281 -0.5394 -0.1469 0.076
C 2.9608 -0.1977 6.4947 0.1439 -0.1830 0.7355 -0.770
C 3.9580 0.7621 6.4524 -0.0428 0.2250 -1.2577 0.336
Cl 4.8943 1.1716 7.8451 -0.0113 -0.0729 0.0810 -0.212
C 4.2134 1.4020 5.2333 -0.3971 -0.2539 -0.2361 -0.870
C 3.4327 1.1201 4.1017 0.4524 -0.0393 0.4825 -0.153
C 1.6929 -1.2294 2.0876 0.2986 -1.3447 0.4115 0.790
C 2.8190 -2.1605 2.1160 -0.6290 0.1772 -0.7367 -1.114
C 2.6359 -3.0790 1.1088 -0.7688 0.8755 0.7086 -1.325
C 1.3425 -2.7995 0.5101 0.4002 0.5050 0.2995 0.689
N 0.7785 -1.6980 1.1506 1.2147 0.0996 -0.4168 0.051
C 0.7324 -3.5292 -0.5577 -0.4878 0.9423 0.8475 0.482
C -0.6188 -3.2388 -0.8670 0.4386 -0.6943 -0.7638 0.691
C -1.5080 -4.1790 -1.5279 -0.5585 0.8257 0.1640 -1.002
C -2.7573 -3.6064 -1.5298 0.7900 -0.2065 0.1539 -1.398
C -2.6200 -2.2981 -0.9261 -0.4715 -0.0409 0.7406 0.586
N -1.3094 -2.1031 -0.5498 -0.7013 -0.3323 -0.5998 -0.109
C 1.4621 -4.6115 -1.2991 -0.4577 -0.1323 0.0770 -0.433
C 1.5326 -4.5819 -2.7038 -0.5813 1.2473 0.1163 0.097
C 2.1309 -5.5741 -3.4370 0.6660 -1.3574 -0.4707 -0.808
C 2.5843 -6.7400 -2.7841 -0.4280 0.9963 0.3688 0.371
Cl 3.2496 -8.0783 -3.6643 -0.0614 0.1763 -0.0327 -0.214
C 2.4879 -6.8073 -1.3996 0.3022 -0.2366 0.1301 -0.889
C 1.9953 -5.7275 -0.6617 -0.0628 -0.3172 0.1107 -0.189
C 0.6787 2.3078 3.0454 -0.5499 -0.7714 -0.5772 -1.454
C -0.1215 3.0724 2.2441 0.2889 0.7156 -0.2636 -0.925
N -2.1763 0.5579 -0.2905 -0.6338 -0.5262 -1.4004 -0.546
H -8.1640 -0.2962 0.2214 0.4552 -0.2337 0.1056 0.375
H -5.8685 0.3317 -0.3506 -0.1412 -0.8883 -0.0841 0.389
H -4.7070 -3.8470 -0.0027 -0.4300 0.6768 -0.2632 0.436
H -6.9099 -4.3795 0.6139 -0.2166 0.0357 0.1158 0.403
H -4.8584 0.9533 -2.2485 0.1260 0.0972 0.0535 0.755
H -3.3714 3.1738 -1.9973 -0.0785 -0.0342 0.1335 0.688
H -0.1175 5.1511 0.9135 -0.1916 0.1288 -0.5211 0.057
H 0.4793 7.1612 -0.3317 -0.0815 -0.1879 -0.0564 0.403
H -0.6849 5.3218 -4.0024 0.2188 -0.0571 0.6284 0.354
H -1.2268 3.2502 -2.8324 0.1087 0.4611 0.4610 0.564
H 1.4785 -1.2739 5.4569 -0.0558 0.0627 -0.2248 0.453
H 2.7717 -0.7146 7.4484 -0.0295 0.2456 -0.6258 0.366
H 5.0256 2.1041 5.1362 0.0280 0.1955 0.1714 0.394
H 3.6036 1.6768 3.1823 0.0672 -0.1559 0.1612 0.510
H 3.6925 -2.0391 2.7309 0.0534 -0.0832 0.2084 0.518
H 3.2747 -3.9024 0.8688 0.2576 -0.0990 -0.2140 0.642
H -1.2131 -5.1513 -1.8808 -0.0177 -0.0478 -0.1340 0.582
H -3.6674 -3.9880 -1.9718 0.1354 -0.0257 0.1240 0.733
H 1.0891 -3.7178 -3.2298 0.3853 -0.4772 0.3333 0.441
H 2.2730 -5.5041 -4.5222 -0.2867 0.0633 0.4857 0.386
H 2.8056 -7.7200 -0.8893 -0.0240 0.3631 -0.1349 0.377
H 1.9824 -5.7979 0.4286 -0.1351 -0.0143 -0.3573 0.512
H 1.0847 2.6030 3.9920 0.0861 -0.1146 0.2544 0.608
H -0.4809 4.0772 2.4781 0.2137 -0.4702 -0.1322 0.653
S 1.6770 0.7766 -1.8448 0.3874 1.1708 -0.2359 -0.111
C 2.4435 2.2568 -2.1828 0.3302 -0.3643 0.0713 -0.308
N 2.9009 3.2089 -1.3102 -0.5483 -0.3181 0.1033 0.120
C 3.7436 4.2041 -1.9586 0.3306 0.4745 0.1903 -0.517
C 3.5176 3.9303 -3.4483 0.1129 0.5659 -0.1374 -0.427
N 2.8325 2.6561 -3.4267 -0.2124 -0.2815 -0.0171 -0.087
H 2.7003 3.1839 -0.3097 0.1188 -0.1876 -0.7578 0.111
H 4.8011 4.0768 -1.7247 0.0521 -0.2979 0.2463 0.288
H 3.5191 5.2479 -1.6879 -0.3286 -0.4430 -0.0205 0.304
H 4.4694 3.9025 -3.9925 -0.2090 -0.2061 0.0967 0.311
H 2.9302 4.7450 -3.8876 -0.2140 -0.2825 -0.0904 0.243
H 2.6406 2.1038 -4.2534 -0.0284 0.1152 0.4912 0.185
```
Positions in Å, forces in eV/Å.